DFT (ωB97M-V/def2-TZVPD) results for a 3-piece molecular cluster, C3H9N2O2 overall at a distorted geometry.

Calculated values
total energy: -10325.846 eV
energy relative to the best compared isomer or geometry (same formula, charge and spin): 23.2 kcal per mole
E_LUMO: -0.10563 Ha
HOMO-LUMO gap: 11.39 eV
net charge: +1

Geometry as XYZ:
```
16
C3H9N2O2 (ωB97M-V/def2-TZVPD)
O -1.75 0.48 1.80
H -1.28 1.46 -0.19
C 1.89 0.98 0.26
C -0.26 1.17 -0.13
H 2.85 1.43 0.46
C 1.48 -0.28 0.10
H -1.97 -0.37 1.42
H 0.98 2.89 0.00
H 1.95 -1.21 -0.09
N 0.09 -0.11 -0.11
H -1.11 -2.19 -2.60
H -1.47 0.44 2.71
O -1.13 -2.42 -1.67
N 0.84 1.89 0.09
H -0.67 -3.26 -1.59
H -0.44 -0.90 -0.46
```

Results of the Löwdin charge analysis, in e, for atoms 1 through 2: -0.038, 0.148